C25H19IrNO2STe | wB97M-V/def2-TZVPD

LUMO (spin up / spin down)	2.34 / 2.34	eV
HOMO level (spin up / spin down)	-3.96 / -3.96	eV
Kohn-Sham gap (spin up / spin down)	6.3049 / 6.3099	eV
net charge	-1

Element x y z (Å)
Ir  -0.16  -0.48  0.25
O  -0.89  -4.05  -1.66
C  -0.17  -3.17  -1.22
O  -0.58  -2.37  -0.27
C  1.23  -3.03  -1.75
C  1.57  -3.84  -2.83
C  2.83  -3.83  -3.38
C  3.80  -3.00  -2.84
C  3.48  -2.18  -1.77
C  2.19  -2.17  -1.22
S  2.00  -1.05  0.13
H  0.79  -4.48  -3.23
H  3.07  -4.46  -4.23
H  4.81  -2.97  -3.25
H  4.23  -1.52  -1.34
Te  -0.54  1.06  2.30
C  0.21  0.08  4.02
C  -0.38  -1.09  4.50
C  0.03  -1.64  5.71
C  1.03  -1.03  6.45
C  1.63  0.13  5.97
C  1.22  0.68  4.76
H  -1.17  -1.56  3.93
H  -0.45  -2.54  6.08
H  1.35  -1.46  7.39
H  2.42  0.61  6.54
H  1.70  1.58  4.39
C  -4.70  2.19  0.55
C  -4.44  0.86  0.30
C  -3.20  0.47  -0.19
C  -2.21  1.42  -0.44
C  -2.49  2.77  -0.21
C  -3.72  3.14  0.29
N  -0.93  0.98  -0.85
C  -0.25  1.65  -1.86
C  -0.95  2.32  -2.87
C  -0.28  2.94  -3.91
C  1.11  2.92  -3.98
C  1.81  2.26  -2.98
C  1.15  1.63  -1.93
H  -5.66  2.49  0.95
H  -5.19  0.10  0.49
H  -2.98  -0.57  -0.40
H  -1.72  3.50  -0.39
H  -3.91  4.19  0.50
H  -2.04  2.33  -2.85
H  -0.85  3.45  -4.68
H  1.63  3.40  -4.79
H  2.89  2.23  -3.01
H  1.70  1.12  -1.16

***

C11H18O | wB97M-V/def2-TZVPD

LUMO	0.79	eV
energy relative to the best compared isomer or geometry (same formula, charge and spin)	2.5130	eV
HOMO level	-8.20	eV
Kohn-Sham gap	8.9982	eV
SMILES	Cc1ccc(O)cc1.CC(C)C

Element x y z (Å)
C  -3.49  -0.07  1.10
C  -2.09  0.63  1.25
C  -1.97  1.93  0.76
C  -0.95  2.73  1.15
C  0.14  2.01  1.76
O  1.30  2.53  2.16
C  0.09  0.71  2.25
C  -1.15  0.04  2.16
H  -4.46  0.64  1.06
H  -3.80  -0.42  2.12
H  -3.43  -0.81  0.37
H  -2.77  2.39  0.24
H  -0.76  3.77  0.89
H  1.47  3.25  1.60
H  1.00  0.57  2.90
H  -1.32  -0.87  2.72
C  2.69  -0.62  -1.41
C  1.27  -0.97  -1.86
C  1.52  -1.87  -3.03
C  0.65  -1.74  -0.77
H  2.79  0.11  -0.57
H  3.20  -0.12  -2.21
H  3.16  -1.59  -1.27
H  0.78  -0.10  -2.20
H  2.06  -2.73  -2.70
H  0.60  -2.20  -3.57
H  2.05  -1.44  -3.87
H  1.10  -2.60  -0.34
H  0.63  -1.03  0.03
H  -0.32  -2.11  -0.72

***

C35H49BCl2N7O5P2Ti | wB97M-V/def2-TZVPD

LUMO	-3.98	eV
energy relative to the best compared isomer or geometry (same formula, charge and spin)	0.5836	eV
HOMO level	-10.38	eV
Kohn-Sham gap	6.4076	eV
net charge	+1

Element x y z (Å)
Ti  -0.29  -1.57  0.22
N  -0.89  0.29  2.16
N  -0.81  -0.43  3.35
C  -0.13  -1.58  3.35
N  -0.24  -2.36  4.41
N  0.70  -1.76  2.28
N  1.67  -2.79  2.39
O  1.46  -3.79  3.07
O  2.64  -2.65  1.69
H  -0.55  1.24  2.30
H  -1.86  0.32  1.86
H  -1.58  -0.36  3.99
H  -0.87  -2.11  5.16
H  0.24  -3.24  4.42
Cl  0.13  -6.34  -0.51
C  1.31  -5.14  -0.86
C  2.57  -5.52  -1.38
C  3.52  -4.58  -1.63
Cl  5.06  -5.08  -2.24
C  3.27  -3.21  -1.40
C  4.19  -2.16  -1.61
C  3.81  -0.87  -1.34
C  2.53  -0.61  -0.85
N  1.65  -1.57  -0.64
C  2.01  -2.86  -0.90
C  1.03  -3.83  -0.60
O  -0.10  -3.38  -0.02
H  2.76  -6.57  -1.57
H  5.18  -2.38  -1.97
H  4.50  -0.04  -1.49
H  2.20  0.40  -0.61
O  -3.33  -1.35  2.59
C  -3.10  -1.88  1.54
O  -1.84  -1.90  1.03
C  -4.12  -2.53  0.68
C  -3.75  -3.37  -0.37
C  -4.74  -3.94  -1.16
C  -6.07  -3.65  -0.92
C  -6.44  -2.81  0.12
C  -5.46  -2.25  0.93
H  -2.71  -3.59  -0.53
H  -4.47  -4.61  -1.97
H  -6.84  -4.08  -1.56
H  -7.48  -2.59  0.31
H  -5.71  -1.59  1.75
C  3.38  3.26  -1.16
C  1.87  3.43  -0.95
C  1.14  2.70  -2.12
C  1.57  4.93  -1.01
P  1.30  2.59  0.68
C  -0.18  3.61  1.07
C  -0.40  4.42  2.19
C  -1.60  5.10  2.36
C  -2.62  4.98  1.43
C  -2.43  4.18  0.31
C  -1.23  3.50  0.15
C  2.57  2.91  2.04
C  3.00  4.36  2.26
C  1.93  2.32  3.31
C  3.80  2.03  1.78
H  3.64  3.62  -2.16
H  3.70  2.21  -1.11
H  3.97  3.83  -0.45
H  1.86  2.40  -2.89
H  0.41  3.36  -2.59
H  0.61  1.81  -1.79
H  2.01  5.34  -1.93
H  2.01  5.47  -0.17
H  0.51  5.14  -1.03
H  0.37  4.57  2.93
H  -1.73  5.73  3.23
H  -3.56  5.50  1.57
H  -3.21  4.07  -0.43
H  -1.11  2.87  -0.73
H  2.18  5.07  2.19
H  3.75  4.66  1.53
H  3.45  4.47  3.25
H  1.02  2.83  3.63
H  2.65  2.37  4.13
H  1.69  1.26  3.15
H  4.47  2.44  1.03
H  3.52  1.02  1.48
H  4.37  1.94  2.71
C  -1.38  -3.52  -3.27
P  -0.73  -1.94  -2.63
C  -1.75  -0.72  -3.52
C  0.79  -1.78  -3.65
H  -1.21  -3.59  -4.34
H  -2.45  -3.57  -3.07
H  -0.90  -4.37  -2.77
H  -1.86  -1.03  -4.56
H  -1.27  0.26  -3.48
H  -2.74  -0.63  -3.06
H  0.52  -1.87  -4.70
H  1.53  -2.54  -3.41
H  1.24  -0.79  -3.49
B  -3.43  0.92  -1.00
C  -1.96  0.51  -0.71
N  -0.88  0.12  -0.54
H  -3.88  1.42  0.01
H  -3.95  -0.15  -1.26
H  -3.43  1.67  -1.95

***

no.,energy (eV)
1,-52788.03046
2,-13744.15288
3,-125167.91055